Record 1
{"formula": "C11H18AlBF6N2O6PS", "method": "ωB97M-V with the def2-TZVPD basis set", "lumo_energy_ev": [0.144, -0.673], "s2": 0.751, "homo_lumo_gap_ev": [7.5, 9.3], "spin_multiplicity": 2, "elements": ["Al", "O", "S", "O", "O", "O", "F", "P", "F", "F", "F", "F", "F", "N", "C", "C", "C", "N", "C", "C", "H", "H", "H", "H", "H", "H", "C", "C", "C", "O", "B", "O", "C", "C", "C", "H", "H", "H", "H", "H", "H", "H", "H", "H", "H", "H", "H"], "positions_angstrom": [[-0.423912, 0.323635, -1.436263], [-0.503989, 3.711018, 0.021456], [0.165363, 2.776593, -0.807026], [1.379530, 3.127158, -1.463596], [0.520195, 1.423462, 0.062034], [-0.791778, 2.062695, -1.781562], [-1.414580, -0.463855, -2.764320], [-1.497405, -2.299804, -2.460898], [-0.283891, -2.381937, -3.476371], [-2.634854, -1.937193, -1.422271], [-2.532041, -2.393649, -3.630906], [-1.442972, -3.807978, -2.074115], [-0.386307, -1.859507, -1.280000], [4.932225, -0.515304, -4.154039], [3.741446, -0.316812, -3.544472], [2.649473, 0.223891, -4.239393], [1.459796, 0.390936, -3.584486], [1.281704, 0.060033, -2.295224], [2.325269, -0.453923, -1.622471], [3.549046, -0.659460, -2.196615], [5.092466, -0.165908, -5.080924], [5.735368, -0.798377, -3.623295], [2.733170, 0.515647, -5.276756], [0.606301, 0.816046, -4.096342], [2.158813, -0.694715, -0.579811], [4.354507, -1.074757, -1.607241], [-1.259961, -1.692521, 3.169055], [-0.772530, -0.274113, 2.923805], [0.176375, 0.143563, 4.035139], [0.016671, -0.304066, 1.701777], [-0.544726, 0.593876, 0.827522], [-1.691664, 1.206186, 1.261713], [-1.932089, 0.773381, 2.627441], [-1.878765, 2.023452, 3.491304], [-3.334135, 0.186687, 2.656305], [-0.395524, -2.346252, 3.286732], [-1.850522, -2.061500, 2.332795], [-1.860056, -1.755052, 4.077914], [0.973342, -0.596118, 4.113224], [-0.335960, 0.191706, 4.997294], [0.631477, 1.111114, 3.833155], [-0.941310, 2.560492, 3.361292], [-2.006088, 1.778664, 4.547076], [-2.686520, 2.691132, 3.193375], [-3.438228, -0.642761, 1.959536], [-4.039674, 0.963539, 2.362803], [-3.603057, -0.159344, 3.655649]], "atomic_forces_ev_per_a": [[-0.132, -0.484, -0.347], [0.046, 0.038, -0.049], [-0.298, -0.257, 0.183], [0.053, -0.005, 0.074], [-0.108, 0.113, 0.020], [0.153, 0.056, -0.052], [-0.093, 0.121, 0.143], [0.131, 0.206, 0.180], [0.042, -0.011, -0.010], [0.000, -0.015, -0.018], [-0.031, -0.006, -0.035], [-0.019, -0.038, -0.039], [-0.096, -0.165, -0.034], [-0.004, 0.011, -0.003], [0.071, -0.008, -0.031], [-0.063, 0.008, 0.059], [0.043, 0.044, -0.062], [0.080, -0.042, -0.088], [0.078, -0.001, 0.028], [-0.041, 0.018, -0.004], [-0.008, 0.000, -0.005], [-0.008, -0.003, 0.012], [0.022, -0.010, -0.004], [-0.023, -0.013, 0.026], [-0.048, 0.003, -0.005], [0.005, -0.001, -0.005], [-0.023, -0.036, 0.033], [-0.003, -0.080, -0.145], [0.016, -0.010, 0.086], [-0.044, 0.017, 0.129], [0.316, 0.625, -0.111], [0.052, -0.035, 0.240], [-0.040, -0.060, -0.163], [-0.023, 0.022, 0.042], [-0.042, -0.031, 0.064], [0.005, 0.010, -0.009], [0.007, 0.000, -0.013], [-0.002, 0.010, -0.003], [-0.003, -0.001, -0.018], [-0.009, -0.004, -0.011], [-0.006, 0.003, -0.015], [0.016, -0.012, -0.004], [-0.010, 0.008, -0.007], [0.007, -0.002, -0.016], [0.016, 0.006, -0.014], [0.005, -0.001, -0.006], [0.015, 0.011, 0.004]]}


Record 2
{"formula": "C4H10N2O", "method": "ωB97M-V with the def2-TZVPD basis set", "lumo_energy_ev": 1.007, "homo_lumo_gap_ev": 10.2, "smiles": "C=N[C@H](O)[C@H](C)N", "elements": ["C", "C", "C", "N", "C", "O", "N", "H", "H", "H", "H", "H", "H", "H", "H", "H", "H"], "positions_angstrom": [[-0.081107, 0.259935, -0.662808], [-0.249926, -0.769832, 0.405576], [-1.960772, -0.776334, 0.553866], [0.368266, -0.421253, 1.659106], [2.074340, 1.009482, -1.617787], [-0.386056, 1.561876, -0.263467], [1.578011, 0.040236, -0.960978], [-0.227726, 1.591007, 0.698071], [-0.569685, 0.017012, -1.605128], [0.023935, -1.770560, 0.071623], [1.264250, 0.037129, 1.484586], [0.556012, -1.258798, 2.203085], [-2.516689, 0.118976, 0.269029], [-2.317563, -1.620869, -0.039849], [-2.207623, -0.946914, 1.604397], [3.154128, 1.032624, -1.851603], [1.498207, 1.896284, -1.947720]], "atomic_forces_ev_per_a": [[3.940, -0.283, -0.124], [-4.561, 0.046, 0.118], [1.964, -0.942, 0.573], [0.432, 0.571, 0.034], [-0.082, -0.124, 0.352], [0.275, -0.620, 0.064], [-1.974, 1.610, -0.518], [-0.113, 0.100, -0.319], [-0.035, 0.062, 0.158], [0.034, 0.199, -0.335], [-0.067, -0.365, 0.039], [-0.086, 0.299, -0.048], [0.639, 0.148, -0.238], [-0.105, 0.084, 0.057], [0.075, -0.202, -0.073], [-0.463, -0.212, 0.078], [0.126, -0.369, 0.180]]}


Record 3
{"formula": "C29H21Cl2F5InN3O3P", "method": "ωB97M-V with the def2-TZVPD basis set", "lumo_energy_ev": -2.516, "homo_lumo_gap_ev": 9.6, "charge": 1, "elements": ["In", "N", "C", "C", "C", "C", "C", "C", "P", "C", "C", "C", "C", "C", "C", "C", "C", "C", "C", "C", "C", "H", "H", "H", "H", "H", "H", "H", "H", "H", "H", "H", "H", "H", "H", "H", "H", "N", "C", "C", "C", "N", "H", "H", "H", "H", "F", "C", "C", "F", "C", "F", "C", "O", "C", "F", "C", "F", "Cl", "C", "Cl", "C", "O", "O", "H"], "positions_angstrom": [[-1.365038, 0.559151, -0.303992], [-1.936110, 0.113128, 2.004711], [-0.863490, -0.224790, 2.913078], [-1.033724, -0.047289, 4.278736], [-0.014143, -0.370298, 5.156326], [1.186498, -0.879358, 4.676459], [1.363724, -1.043304, 3.316018], [0.346203, -0.712202, 2.418984], [0.614481, -0.851749, 0.635465], [0.617365, -2.604805, 0.199658], [1.662171, -3.437290, 0.606315], [1.621508, -4.788321, 0.311359], [0.541763, -5.316357, -0.388029], [-0.497303, -4.494139, -0.793095], [-0.462467, -3.136917, -0.500812], [2.278940, -0.213680, 0.323539], [2.725777, 0.913261, 1.014080], [3.955707, 1.471811, 0.700439], [4.740886, 0.916027, -0.299801], [4.298858, -0.204706, -0.988841], [3.070296, -0.768736, -0.682021], [-2.460090, 0.908965, 2.359823], [-2.590685, -0.659995, 1.902546], [-1.971662, 0.344415, 4.652705], [-0.156935, -0.226123, 6.218676], [1.983636, -1.135501, 5.360521], [2.311966, -1.408504, 2.941619], [2.510624, -3.031000, 1.142863], [2.431988, -5.431924, 0.625903], [0.514434, -6.373355, -0.616911], [-1.336743, -4.905747, -1.337033], [-1.283530, -2.502648, -0.813257], [2.119784, 1.354729, 1.794669], [4.299563, 2.342339, 1.242926], [5.700774, 1.353430, -0.539538], [4.913430, -0.644796, -1.762659], [2.744389, -1.655626, -1.211502], [-1.360537, 1.046281, -3.447428], [-0.851368, 0.748984, -4.646568], [0.196757, -0.126155, -4.445030], [0.247895, -0.305608, -3.063345], [-0.704627, 0.408252, -2.464468], [-2.175137, 1.599078, -3.213892], [-1.262186, 1.171761, -5.547495], [0.832655, -0.566813, -5.191214], [0.921798, -0.909330, -2.478042], [-1.021287, 6.282560, -0.438688], [-0.702801, 5.016370, -0.578305], [0.164111, 4.053766, -1.234310], [0.813873, 3.736362, -2.346027], [0.420416, 4.266893, 0.210598], [1.452039, 5.001859, 0.642199], [-0.176079, 3.146683, 1.015186], [0.156464, 2.704133, 2.078352], [-1.379811, 2.700544, 0.169098], [-2.531689, 2.889204, 0.956838], [-1.277404, 3.707262, -0.940528], [-2.063047, 3.602957, -2.047437], [-6.171406, -0.414405, -0.133349], [-5.112819, -0.798628, -1.510966], [-5.789123, -0.249797, -3.035278], [-3.767412, -0.152638, -1.219806], [-3.467385, 0.983775, -1.586159], [-2.966126, -0.874947, -0.519629], [-5.008611, -1.876499, -1.544240]], "atomic_forces_ev_per_a": [[0.180, 0.005, 0.053], [-0.058, 0.003, -0.017], [-0.030, 0.010, -0.028], [0.005, -0.006, 0.017], [0.009, -0.007, -0.008], [-0.009, 0.003, -0.008], [0.011, 0.007, 0.003], [0.025, 0.004, -0.024], [-0.031, 0.000, 0.042], [-0.027, 0.016, -0.003], [-0.006, -0.013, 0.007], [0.002, -0.001, -0.002], [-0.002, 0.000, 0.001], [0.007, 0.008, 0.002], [0.013, 0.009, -0.019], [-0.011, -0.002, -0.065], [-0.003, 0.014, -0.029], [-0.022, 0.006, 0.019], [0.004, -0.013, -0.016], [0.011, 0.022, 0.009], [0.004, -0.007, 0.023], [0.002, 0.008, 0.009], [0.002, -0.004, 0.037], [0.001, 0.002, -0.004], [0.001, 0.000, 0.000], [0.000, 0.002, 0.002], [0.002, 0.005, 0.000], [0.000, 0.001, 0.004], [-0.001, -0.001, -0.001], [0.001, 0.000, 0.001], [-0.002, 0.002, 0.001], [-0.002, -0.004, 0.000], [0.002, 0.001, 0.026], [0.001, 0.003, -0.001], [0.000, 0.001, 0.001], [0.000, -0.002, 0.000], [-0.005, -0.002, 0.000], [-0.018, -0.041, -0.022], [-0.003, 0.015, -0.006], [0.047, 0.007, 0.029], [0.002, 0.035, -0.027], [-0.027, -0.047, -0.040], [-0.008, 0.004, 0.010], [-0.008, 0.002, 0.003], [0.000, 0.003, -0.002], [-0.007, -0.003, -0.007], [-0.175, -0.024, -0.218], [0.623, -0.096, 0.418], [-0.153, 0.113, -0.509], [0.295, 0.109, 0.253], [0.149, 0.077, -0.022], [-0.013, -0.117, -0.014], [-0.039, 0.053, -0.040], [-0.037, 0.010, 0.024], [-0.028, 0.154, 0.093], [0.073, -0.042, -0.085], [-0.743, -0.283, -0.069], [0.045, 0.036, 0.207], [0.052, 0.002, -0.039], [-0.087, 0.070, -0.005], [0.006, 0.005, -0.017], [0.020, -0.262, 0.143], [-0.021, 0.090, -0.005], [-0.025, 0.066, -0.077], [0.008, -0.007, -0.004]]}


Record 4
{"formula": "C4H4N2O", "method": "ωB97M-V with the def2-TZVPD basis set", "lumo_energy_ev": 0.375, "homo_lumo_gap_ev": 9.7, "smiles": "O=c1cc[nH]cn1", "elements": ["O", "C", "C", "C", "N", "C", "N", "H", "H", "H", "H"], "positions_angstrom": [[2.359021, -1.337636, -0.207826], [1.277047, -0.809098, -0.046227], [1.091822, 0.652985, -0.075445], [-0.139587, 1.178384, 0.013435], [-1.234128, 0.337039, 0.071296], [-1.024634, -1.013201, 0.152264], [0.119155, -1.590137, 0.184595], [1.967773, 1.281220, -0.187587], [-0.346827, 2.241475, 0.094502], [-2.142232, 0.679679, -0.202466], [-1.931606, -1.616702, 0.203871]], "atomic_forces_ev_per_a": [[-0.363, 0.229, 0.095], [0.301, -0.088, -0.056], [-0.090, 0.024, 0.068], [0.088, -0.083, -0.047], [0.118, -0.087, -0.116], [0.017, 0.000, -0.035], [-0.139, 0.167, -0.203], [-0.105, -0.085, 0.203], [0.030, -0.161, -0.284], [0.040, -0.022, 0.332], [0.103, 0.105, 0.043]]}